No. 1
DFT (wB97M-V/def2-TZVPD) results for C6H10O as an isolated structure at a distorted geometry.

Element x y z (Å)
C  2.264  -0.130  -0.153
C  1.100  0.780  0.243
C  -0.073  -0.021  0.759
O  -1.229  0.784  1.119
C  -2.006  -0.072  0.351
C  -1.594  -0.091  -1.257
C  -0.933  -0.897  -0.196
H  1.964  -0.829  -0.942
H  2.619  -0.722  0.700
H  3.111  0.452  -0.529
H  0.776  1.378  -0.617
H  1.410  1.490  1.020
H  0.211  -0.614  1.639
H  -2.960  -0.449  0.749
H  -2.665  0.077  -1.113
H  -1.115  0.839  -1.555
H  -0.880  -1.975  -0.218

Summary:
energy above the lowest of the compared OMol25 structures with the same formula, charge and spin	346.86	kJ/mol
Kohn-Sham gap	9.64	eV
HOMO level	-0.3122	Eh

=====

No. 2
DFT (wB97M-V/def2-TZVPD) results for one molecule with the formula C6H16N2 at a distorted geometry.

Element x y z (Å)
C  0.378  -1.239  2.327
N  0.830  -0.390  1.239
C  -0.218  -0.135  0.223
C  0.097  -0.920  -1.064
N  -0.651  -2.166  -1.143
C  -0.229  1.395  -0.055
C  -1.404  1.769  -0.956
C  1.135  1.915  -0.507
H  -0.005  -2.220  2.010
H  -0.336  -0.661  2.912
H  1.218  -1.570  2.940
H  1.630  -0.771  0.751
H  -1.178  -0.464  0.606
H  -0.102  -0.322  -1.957
H  1.185  -1.058  -1.163
H  -0.383  -2.706  -1.957
H  -0.464  -2.757  -0.339
H  -0.382  1.710  0.971
H  -1.929  2.652  -0.569
H  -1.058  2.017  -1.955
H  -2.180  1.008  -1.046
H  1.594  2.588  0.215
H  1.043  2.482  -1.436
H  1.842  1.124  -0.774

Summary:
SMILES string	CN[C@H](CN)C(C)C
energy above the lowest of the compared OMol25 structures with the same formula, charge and spin	103.76	kJ/mol
Kohn-Sham gap	9.65	eV
HOMO level	-0.3172	Eh

=====

No. 3
DFT (wB97M-V/def2-TZVPD) results for one molecule with the formula C5H14N2.

Element x y z (Å)
C  0.515  -2.037  -1.501
C  -0.053  -1.919  -0.093
C  -0.349  -0.487  0.401
N  -1.720  -0.120  0.019
C  0.645  0.573  -0.112
C  0.643  1.943  0.591
N  -0.608  2.333  1.233
H  -0.089  -1.494  -2.233
H  0.552  -3.089  -1.802
H  1.541  -1.656  -1.541
H  0.657  -2.387  0.600
H  -0.966  -2.527  -0.032
H  -0.314  -0.515  1.497
H  -1.870  0.849  0.336
H  -1.790  -0.065  -0.995
H  1.665  0.174  -0.033
H  0.467  0.742  -1.183
H  0.897  2.707  -0.154
H  1.444  1.967  1.339
H  -0.507  3.274  1.613
H  -0.759  1.733  2.049

Summary:
SMILES string	CC[C@H](N)CCN
energy above the lowest of the compared OMol25 structures with the same formula, charge and spin	48.87	kJ/mol
Kohn-Sham gap	9.82	eV
HOMO level	-0.3231	Eh

=====

No. 4
DFT (wB97M-V/def2-TZVPD) results for a 2-piece molecular cluster, C4H15N2O overall at a distorted geometry.

Element x y z (Å)
C  0.056  -1.841  1.493
C  -0.198  -2.077  -0.062
C  -1.287  -1.246  -0.738
C  -1.941  0.163  -0.408
N  -0.873  1.190  -0.448
N  0.551  -0.409  1.633
H  -0.794  -2.126  2.098
H  0.930  -2.357  1.861
H  -0.363  -3.163  0.011
H  0.701  -2.007  -0.697
H  -0.974  -1.194  -1.774
H  -2.128  -1.968  -0.848
H  -2.287  0.189  0.649
H  -2.843  0.371  -1.015
H  -0.761  1.789  -1.265
H  -1.268  1.998  0.081
H  0.355  0.160  0.760
H  1.570  -0.438  1.725
H  0.299  0.077  2.491
H  2.407  3.831  -1.995
H  3.571  2.918  -1.925
O  2.942  3.361  -1.325

Summary:
energy above the lowest of the compared OMol25 structures with the same formula, charge and spin	323.15	kJ/mol
spin multiplicity	2
Kohn-Sham gap (spin up / spin down)	11.62 / 3.17	eV
HOMO level (spin up / spin down)	-0.6881 / -0.6353	Eh
charge	+2